No. 1
16
Properties=species:S:1:pos:R:3:lowdin_charge:R:1 method="wB97M-V/def2-TZVPD" e_lumo_ev=0.16 homo_lumo_gap_ha=0.4061 de_lowest_kcal_mol=30.4 max_force_ev_per_a=4.3
C -0.67638 0.66312 0.52963 -0.46
C 0.59780 -0.58390 -0.19151 -0.29
C 1.09547 -1.62961 0.75380 -0.09
C -1.91896 0.56719 -0.40083 -1.47
O 2.46538 1.28352 0.31121 -0.24
O 1.46407 1.40993 -1.87585 -0.28
O 0.03592 1.76682 0.27472 -0.21
S 1.36978 0.98990 -0.52733 0.67
Cl -3.01745 1.95043 -0.03129 0.61
Cl -1.33349 0.72942 -2.14139 0.63
Cl -2.59064 -1.02941 -0.20778 0.66
H -0.99065 0.43712 1.53680 0.13
H 0.02257 -1.00311 -1.08556 0.08
H 1.67266 -1.14087 1.61836 0.12
H 1.62058 -2.47509 0.27306 0.10
H 0.18334 -1.93544 1.16397 0.05


No. 2
12
Properties=species:S:1:pos:R:3:lowdin_charge:R:1 method="wB97M-V/def2-TZVPD" e_lumo_ev=0.88 homo_lumo_gap_ha=0.3799 de_lowest_kcal_mol=12.9 max_force_ev_per_a=3.9
F 2.51180 -1.08175 0.02313 -0.02
C 1.42888 -0.41229 -0.45299 -0.24
C 0.37685 -0.25985 0.58980 -0.15
C -0.61181 0.72372 0.20025 -0.38
F -0.16890 1.96923 -0.05982 0.07
C -1.88328 0.46013 -0.08478 -0.55
Cl -2.71565 -0.98443 -0.05373 0.69
H 1.01385 -1.09798 -1.27128 0.15
H 1.64796 0.53282 -0.94501 0.12
H 0.98290 0.03772 1.45928 0.14
H -0.09972 -1.20141 0.87063 0.11
H -2.48289 1.31410 -0.27546 0.07


No. 3
13
Properties=species:S:1:pos:R:3:lowdin_charge:R:1 method="wB97M-V/def2-TZVPD" e_lumo_ev=0.55 homo_lumo_gap_ha=0.3776 de_lowest_kcal_mol=15.6 max_force_ev_per_a=2.4
C -0.01457 0.88877 1.38961 -0.03
C -0.41044 0.58082 0.00195 -0.49
F -1.12321 1.66362 -0.55846 0.03
C 0.46603 -0.12147 -1.02275 -0.53
S 2.08587 -0.66252 -0.53404 0.78
C -0.84708 -0.73525 -0.48187 -0.82
F -1.82708 -0.78467 -1.47140 0.00
Cl -0.86495 -2.14488 0.45586 0.79
H -0.93137 1.01792 1.96865 0.10
H 0.71519 1.70465 1.53257 0.11
H 0.54279 0.06686 1.83999 0.07
H 0.32696 0.37802 -1.96993 0.12
H 1.88185 -1.85185 -1.15016 -0.11


No. 4
12
Properties=species:S:1:pos:R:3:lowdin_charge:R:1 method="wB97M-V/def2-TZVPD" e_lumo_ev=0.68 homo_lumo_gap_ha=0.3559 de_lowest_kcal_mol=43.0 max_force_ev_per_a=0.8
N -0.37606 -2.12296 -0.11175 0.17
C -1.08470 -1.56467 -0.92097 -0.17
C -1.75644 -0.81315 -1.74812 -0.16
F -3.02267 -0.39819 -1.48963 -0.01
H -0.29528 -3.13231 -0.07180 0.08
H -1.35787 -0.44041 -2.67831 0.11
C 1.40901 1.47571 1.89260 -0.08
C 1.09758 1.43051 0.61584 -0.67
Cl 2.14597 0.77432 -0.57645 0.58
H 0.73496 1.90597 2.60866 0.05
H 2.33958 1.09288 2.27146 0.05
H 0.16592 1.79229 0.20847 0.05


No. 5
12
Properties=species:S:1:pos:R:3:lowdin_charge:R:1 method="wB97M-V/def2-TZVPD" e_lumo_ev="-0.20 / -0.10" homo_lumo_gap_ha="0.2889 / 0.2894" de_lowest_kcal_mol=161.6 max_force_ev_per_a=5.7
C 0.66589 -1.12792 -0.45492 -0.09
C -0.75832 -0.82859 -0.27658 -0.14
C -2.09704 0.04090 -1.20652 -0.60
Cl -3.30063 -0.61963 -2.14465 0.65
N -2.44937 0.48469 0.17160 -0.10
N -1.29059 -0.07366 0.77016 -0.07
C -1.40204 1.33359 0.67910 -0.12
H 1.31408 -0.29086 -0.17565 0.08
H 0.91437 -1.97470 0.18967 0.08
H 0.85654 -1.41752 -1.48388 0.08
H -1.64360 1.84842 1.60144 0.11
H -0.77702 1.87156 -0.03272 0.12


No. 6
12
Properties=species:S:1:pos:R:3:lowdin_charge:R:1 method="wB97M-V/def2-TZVPD" e_lumo_ev="0.07 / 0.12" homo_lumo_gap_ha="0.3027 / 0.3019" de_lowest_kcal_mol=147.3 max_force_ev_per_a=5.8
C 0.78350 0.43017 0.17280 -0.17
C 3.06265 -0.41652 -0.22154 -0.78
C -0.35951 0.29044 1.02128 -0.18
C -0.90160 1.30175 0.03634 -0.24
N 0.41097 1.31197 -0.70967 0.08
N 3.10734 -1.54654 -0.70157 0.06
Cl 4.10000 0.67945 0.38358 0.71
H -0.88066 -0.70756 1.03884 0.12
H -0.14832 0.77717 2.13960 0.17
H -1.79892 0.95407 -0.47199 0.11
H -1.02463 2.32104 0.33669 0.09
H 3.88544 -1.86805 -1.20338 0.04


No. 7
12
Properties=species:S:1:pos:R:3:lowdin_charge:R:1 method="wB97M-V/def2-TZVPD" e_lumo_ev="-1.13 / -0.81" homo_lumo_gap_ha="0.2617 / 0.2908" de_lowest_kcal_mol=177.3 max_force_ev_per_a=2.9
C 1.66846 -0.26189 -0.07034 -0.39
C 2.84662 -1.06339 0.20655 -0.40
C -0.03521 0.71523 -1.69484 -0.19
C 0.47940 -0.50097 0.88609 -0.12
N 1.20049 0.36358 -1.17123 -0.12
N 1.21471 1.24973 -2.14154 0.17
Cl 3.19082 -1.39446 1.88610 0.54
H -0.48306 0.07243 -2.44795 0.11
H -0.77836 1.31672 -1.12186 0.12
H 0.48580 -1.56421 1.46772 0.10
H 0.66666 0.21178 1.79949 0.10
H -0.52486 -0.46247 0.33451 0.08


No. 8
15
Properties=species:S:1:pos:R:3:lowdin_charge:R:1 method="wB97M-V/def2-TZVPD" e_lumo_ev=0.42 homo_lumo_gap_ha=0.3191 de_lowest_kcal_mol=31.1 max_force_ev_per_a=4.9
N -0.39433 -1.06012 -3.99552 0.19
C -0.53382 -0.29497 -3.08258 -0.23
N -0.92690 0.53091 -2.26591 0.11
C -0.60962 1.55600 -1.50722 -0.64
Cl -0.56645 3.21992 -2.32383 0.55
C -0.23331 1.46919 -0.22423 -0.08
C -0.00021 0.32819 0.64589 -0.45
N -0.01353 0.47235 1.99320 0.11
N 0.26866 -0.81940 0.08908 0.01
O 0.51560 -1.91894 0.90703 -0.04
H 0.25741 -1.81752 -4.08444 0.08
H 0.03659 2.32354 0.43024 0.11
H -0.33764 1.48802 2.32662 0.17
H 0.62792 -0.08156 2.49878 0.07
H 0.56946 -2.68851 0.40532 0.05


No. 9
11
Properties=species:S:1:pos:R:3:lowdin_charge:R:1 method="wB97M-V/def2-TZVPD" e_lumo_ev="-0.27 / 0.33" homo_lumo_gap_ha="0.3053 / 0.3331" de_lowest_kcal_mol=129.0 max_force_ev_per_a=1.5
C -1.91164 -0.48540 -1.01429 -0.11
C -1.49295 -1.06113 0.05183 0.05
C 1.79271 0.61734 -0.06225 -0.16
C 0.91950 0.32113 1.06513 -0.71
O 0.78636 1.51008 0.40482 -0.07
Cl 1.36842 0.26726 2.71759 0.66
H -2.79199 -0.82231 -1.56236 0.05
H -1.41924 0.37990 -1.43277 0.05
H -1.64201 -1.84141 0.75604 0.02
H 2.80736 0.96815 0.08838 0.11
H 1.58348 0.14639 -1.01212 0.10


No. 10
11
Properties=species:S:1:pos:R:3:lowdin_charge:R:1 method="wB97M-V/def2-TZVPD" e_lumo_ev="0.89 / -4.34" homo_lumo_gap_ha="0.2474 / 0.2449" de_lowest_kcal_mol=27.6 multiplicity=3 max_force_ev_per_a=9.4
C -0.22833 1.45390 0.13100 -0.72
C -0.15131 -0.95565 0.57898 -0.08
C -0.06720 -0.76820 -0.92730 -0.12
C 0.51975 0.27309 -0.05931 -0.37
O -1.26669 1.82682 -0.16357 0.20
Cl 0.88612 2.41750 1.47032 0.54
H -1.09327 -0.65955 0.97823 0.08
H 0.28497 -1.90118 1.10015 0.13
H 0.49557 -1.47168 -1.54652 0.11
H -0.95138 -0.66330 -1.57291 0.11
H 1.57178 0.44825 0.01092 0.11


No. 11
12
Properties=species:S:1:pos:R:3:lowdin_charge:R:1 method="wB97M-V/def2-TZVPD" e_lumo_ev=0.02 homo_lumo_gap_ha=0.3584 de_lowest_kcal_mol=18.0 max_force_ev_per_a=1.5
C 1.61652 0.73226 -0.28644 -0.05
O 0.27898 1.11042 0.04149 -0.13
C -0.58404 0.05293 0.20485 -0.36
C -1.02843 -0.56787 -1.09301 -0.21
O -1.75419 -1.51877 -1.16299 0.05
C -0.96145 -0.27674 1.42696 -0.44
Cl -2.11616 -1.51280 1.82985 0.65
H 1.99634 0.01778 0.44459 0.10
H 1.57342 0.19998 -1.21068 0.07
H 2.16677 1.62424 -0.45654 0.09
H -0.67067 -0.07039 -2.04322 0.14
H -0.51709 0.20896 2.30513 0.09


No. 12
13
Properties=species:S:1:pos:R:3:lowdin_charge:R:1 method="wB97M-V/def2-TZVPD" e_lumo_ev="-0.62 / -0.63" homo_lumo_gap_ha="0.3249 / 0.3248" de_lowest_kcal_mol=123.6 max_force_ev_per_a=4.9
C 1.36583 0.27025 0.61091 -0.23
C 0.61395 1.35233 0.60412 0.12
C 0.96903 -0.98528 -0.14254 -0.19
C -1.22735 0.77212 -0.70896 -0.67
O -1.39870 -1.91204 -0.77200 -0.35
O -1.25961 -0.80524 1.43294 -0.33
S -0.88659 -0.82648 0.04409 0.56
Cl -2.63058 1.53179 -0.09524 0.64
H 2.38695 0.18570 0.93979 0.10
H 0.73334 2.33194 0.85119 0.03
H 0.90174 -0.91723 -1.25975 0.11
H 1.54880 -1.81901 0.35270 0.13
H -1.11681 0.82115 -1.85724 0.10


No. 13
13
Properties=species:S:1:pos:R:3:lowdin_charge:R:1 method="wB97M-V/def2-TZVPD" e_lumo_ev="0.46 / -2.00" homo_lumo_gap_ha="0.3058 / 0.2677" de_lowest_kcal_mol=0.0 multiplicity=5 max_force_ev_per_a=4.3
C -2.12925 0.98188 0.02143 -0.10
H -2.25722 0.99294 1.11260 0.08
H -3.00678 0.48940 -0.42447 0.08
H -2.12889 2.02262 -0.33629 0.07
C -0.43661 -0.83991 0.21949 -0.13
C -0.86735 0.28016 -0.37146 -0.12
O 1.85213 0.39638 0.88558 0.08
C 1.92593 -0.63193 0.22395 -0.70
O 0.80595 -1.34039 -0.09986 0.02
O 2.94939 -1.11987 -0.35051 -0.24
H -0.90193 -1.28266 1.10200 0.13
H -0.33827 0.63647 -1.26068 0.12
Co 4.53291 -0.58510 -0.72179 0.71


No. 14
12
Properties=species:S:1:pos:R:3:lowdin_charge:R:1 method="wB97M-V/def2-TZVPD" e_lumo_ev="-7.41 / -6.83" homo_lumo_gap_ha="0.1301 / 0.1544" de_lowest_kcal_mol=30.0 total_charge=+1 multiplicity=5 max_force_ev_per_a=5.5
O -1.99911 1.64076 -0.20576 -0.03
C -1.72167 0.53386 -0.94535 -0.24
C -0.53429 -0.14450 -0.82257 -0.11
C 0.42391 0.00151 0.23160 -0.09
C 1.60403 -0.69743 0.22963 -0.27
O 2.49673 -0.71356 1.16665 -0.25
Cr 2.75924 -0.38465 2.93873 1.30
H -2.29837 0.38970 -1.87087 0.12
H -2.43732 0.90937 0.47069 0.20
H -0.29586 -0.83936 -1.63394 0.12
H 0.17940 0.63248 1.09136 0.11
H 1.82332 -1.32818 -0.65019 0.14


No. 15
10
Properties=species:S:1:pos:R:3:lowdin_charge:R:1 method="wB97M-V/def2-TZVPD" e_lumo_ev=0.95 homo_lumo_gap_ha=0.4004 de_lowest_kcal_mol=24.7 max_force_ev_per_a=4.1
C 2.58297 -0.13273 0.03468 -0.09
C 1.15957 0.02616 -0.03824 -0.06
C -0.00966 0.19163 -0.07498 -0.03
C -1.35853 0.55187 0.02550 -0.22
F -2.19220 -0.59314 0.01982 -0.10
H 2.82442 -1.13929 0.04883 0.05
H 3.04397 0.23735 -0.88674 0.09
H 3.07422 0.28098 0.89818 0.08
H -1.58874 1.10662 0.96612 0.13
H -1.87020 1.03109 -0.88660 0.15


No. 16
12
Properties=species:S:1:pos:R:3:lowdin_charge:R:1 method="wB97M-V/def2-TZVPD" e_lumo_ev="-0.22 / -0.41" homo_lumo_gap_ha="0.2584 / 0.2358" de_lowest_kcal_mol=101.6 max_force_ev_per_a=3.4
C 1.27141 -0.38240 0.19810 -0.10
C -0.47986 0.95413 -0.95389 -0.04
C 0.12574 -0.28085 1.06191 -0.09
C -1.01955 -0.01868 0.02821 -0.66
N 2.29574 -0.43427 -0.38068 0.22
F -2.18478 0.38089 0.60270 0.04
F -1.33152 -1.28539 -0.50883 0.01
H -0.61581 2.08138 -0.74805 0.05
H -0.96859 0.88842 -2.02029 0.06
H -0.04843 -1.28780 1.57349 0.14
H 0.02832 0.63651 1.81417 0.19
H 2.92731 -1.25195 -0.66683 0.16


No. 17
12
Properties=species:S:1:pos:R:3:lowdin_charge:R:1 method="wB97M-V/def2-TZVPD" e_lumo_ev="0.07 / -0.56" homo_lumo_gap_ha="0.2941 / 0.2705" de_lowest_kcal_mol=137.8 max_force_ev_per_a=4.4
C -0.69121 2.34866 -0.30349 0.01
C -0.90167 -0.93286 0.89921 0.01
C -0.89060 1.08152 -0.11833 -0.16
C 1.49158 -1.27363 -0.47822 -0.26
N -0.33330 -0.00908 0.14205 -0.03
F 1.70433 -0.61891 -1.67754 -0.01
F 0.99198 -2.41397 -0.83328 0.07
H 0.22785 2.77785 0.03088 0.05
H -1.50790 2.98112 -0.56914 0.04
H -0.62302 -1.81925 1.32199 0.03
H -1.91580 -0.76538 1.40445 0.10
H 2.44776 -1.35609 0.18142 0.14


No. 18
13
Properties=species:S:1:pos:R:3:lowdin_charge:R:1 method="wB97M-V/def2-TZVPD" e_lumo_ev=0.63 homo_lumo_gap_ha=0.3683 de_lowest_kcal_mol=89.8 max_force_ev_per_a=3.1
C -0.10018 -0.99361 1.51362 -0.10
C -2.24418 -0.32223 -1.22463 -0.05
C -0.84155 0.69635 0.16402 -0.19
C 1.62495 0.08766 0.05145 -0.04
N 0.33062 -0.12376 0.63301 -0.14
O -1.09657 0.28766 -1.15296 -0.04
F 0.89522 -1.72536 2.00354 0.00
F -2.24091 -0.80900 -2.47732 0.02
H -1.61924 0.60771 0.92441 0.11
H -0.63570 1.76976 -0.04042 0.15
H 1.54072 0.23744 -0.97696 0.06
H 2.00254 1.05850 0.20628 0.07
H 2.38429 -0.77109 0.37596 0.15


No. 19
15
Properties=species:S:1:pos:R:3:lowdin_charge:R:1 method="wB97M-V/def2-TZVPD" e_lumo_ev=-0.50 homo_lumo_gap_ha=0.3381 de_lowest_kcal_mol=49.8 max_force_ev_per_a=5.2
C 1.05239 -1.61013 -0.14733 -0.21
C -0.42107 0.40963 0.07761 -0.09
C 0.85361 -0.31434 0.46791 -0.20
C -0.17731 -2.85339 0.95650 -0.32
N -1.01150 -3.23019 -0.18107 -0.35
O -0.69701 -4.27171 -0.72160 0.12
O 1.57987 -2.15103 -1.01714 0.22
O -1.76396 -2.36043 -0.60323 0.07
F -0.81383 -2.09478 1.88891 0.10
F 0.61624 -3.73181 1.61788 0.12
H -0.82598 1.21943 0.65275 0.07
H -1.18568 -0.48652 0.02619 0.09
H -0.38021 0.84572 -0.90248 0.07
H 1.72554 0.38951 0.12107 0.16
H 0.98667 -0.35640 1.60557 0.15


No. 20
13
Properties=species:S:1:pos:R:3:lowdin_charge:R:1 method="wB97M-V/def2-TZVPD" e_lumo_ev=0.62 homo_lumo_gap_ha=0.3173 de_lowest_kcal_mol=2.7 max_force_ev_per_a=2.4
C 1.45276 0.24276 -1.64558 -0.01
C 0.30540 0.19788 -0.63736 -0.41
N -0.85555 0.78135 -0.75413 0.17
C -1.49919 0.45677 0.39629 -0.29
F -2.75642 0.90767 0.62464 0.06
C -0.73618 -0.34987 1.22604 -0.29
O -0.94942 -0.94404 2.40492 0.10
N 0.43428 -0.50072 0.50503 0.16
H 2.32508 0.74079 -1.20840 0.07
H 1.12547 0.90734 -2.45181 0.08
H 1.71460 -0.77174 -1.96248 0.07
H -1.81335 -0.64201 2.69903 0.12
H 1.25251 -1.02617 0.80380 0.18